No. 1
Entry from the Open Molecules 2025 dataset: a molecular structure, C49H41AgBrI2NO2P2STe (wB97M-V/def2-TZVPD).

## Properties
electronic energy	-184016.671	eV
total charge	-2
HOMO energy	-2.6	eV

Last column: Löwdin charge in e.
Positions of all 101 atoms, in Å:
Ag (-0.4477, -0.3591, -0.2829)  0.481
C (3.7298, -0.1474, 1.8707)  -0.356
N (3.3208, 0.5058, 3.1088)  -0.178
C (1.9596, 0.8126, 3.5423)  -0.333
P (0.4733, 0.0601, 2.7011)  0.995
C (-0.7939, 0.7023, 3.8621)  -0.373
C (-0.7604, 0.5945, 5.2513)  -0.099
C (-1.8212, 1.0635, 6.0091)  -0.100
C (-2.9356, 1.6243, 5.3893)  -0.087
C (-2.9907, 1.7220, 4.0083)  -0.064
C (-1.9139, 1.2669, 3.2545)  -0.110
C (0.5858, -1.6781, 3.2592)  -0.363
C (-0.5507, -2.4680, 3.0744)  -0.102
C (-0.5403, -3.8095, 3.4105)  -0.081
C (0.6122, -4.3873, 3.9292)  -0.099
C (1.7459, -3.6137, 4.1197)  -0.095
C (1.7328, -2.2626, 3.7885)  -0.092
C (4.3292, 0.7992, 4.0131)  -0.236
C (5.6171, 0.2440, 3.8881)  -0.032
C (6.6175, 0.5489, 4.7962)  -0.106
C (6.3886, 1.4072, 5.8607)  -0.128
C (5.1226, 1.9574, 5.9980)  -0.105
C (4.1091, 1.6662, 5.1013)  -0.032
P (2.5893, -0.1224, 0.4071)  1.031
C (3.6237, -1.0641, -0.7787)  -0.356
C (2.9479, -1.5166, -1.9098)  -0.104
C (3.6178, -2.1957, -2.9183)  -0.058
C (4.9711, -2.4648, -2.7826)  -0.096
C (5.6524, -2.0364, -1.6481)  -0.107
C (4.9873, -1.3309, -0.6569)  -0.098
C (2.8529, 1.5834, -0.2131)  -0.355
C (2.4389, 1.8656, -1.5205)  -0.145
C (2.5240, 3.1562, -2.0164)  -0.100
C (3.0065, 4.1860, -1.2147)  -0.106
C (3.4111, 3.9147, 0.0807)  -0.096
C (3.3346, 2.6184, 0.5802)  -0.095
H (3.9463, -1.2142, 2.0316)  0.089
H (4.6617, 0.3299, 1.5565)  0.074
H (1.7683, 1.8940, 3.4722)  0.083
H (1.8863, 0.5506, 4.6016)  0.072
H (0.0788, 0.1179, 5.7479)  0.098
H (-1.7902, 0.9729, 7.0889)  0.092
H (-3.7704, 1.9688, 5.9876)  0.098
H (-3.8645, 2.1214, 3.5042)  0.043
H (-1.9593, 1.3327, 2.1728)  0.018
H (-1.4405, -2.0316, 2.6373)  0.104
H (-1.4213, -4.4112, 3.2281)  0.104
H (0.6282, -5.4437, 4.1687)  0.094
H (2.6488, -4.0578, 4.5222)  0.093
H (2.6257, -1.6703, 3.9508)  0.087
H (5.8351, -0.4506, 3.0910)  0.092
H (7.5929, 0.0945, 4.6673)  0.096
H (7.1756, 1.6399, 6.5661)  0.088
H (4.9133, 2.6358, 6.8168)  0.097
H (3.1454, 2.1331, 5.2370)  0.095
H (1.8845, -1.3403, -2.0321)  0.072
H (3.0484, -2.4915, -3.7894)  0.095
H (5.5007, -3.0061, -3.5579)  0.092
H (6.7109, -2.2437, -1.5381)  0.090
H (5.5510, -0.9915, 0.2041)  0.085
H (2.0259, 1.0838, -2.1519)  0.081
H (2.1882, 3.3581, -3.0260)  0.109
H (3.0447, 5.1989, -1.5963)  0.097
H (3.7701, 4.7135, 0.7184)  0.100
H (3.6436, 2.4272, 1.6017)  0.094
Br (-5.1007, -4.6582, -3.0674)  0.657
C (-3.5752, -3.5291, -3.2877)  -0.700
C (-3.7021, -2.1703, -3.0625)  -0.133
C (-2.5758, -1.3695, -3.1978)  -0.033
C (-1.3521, -1.9132, -3.5677)  -0.139
C (-1.2608, -3.2809, -3.7907)  -0.022
C (-2.3679, -4.1025, -3.6444)  -0.140
C (-0.1030, -1.0396, -3.6857)  -0.675
O (0.8948, -1.5547, -4.2230)  -0.040
O (-0.2049, 0.1262, -3.2181)  -0.239
H (-4.6516, -1.7465, -2.7643)  0.101
H (-2.6343, -0.3071, -2.9990)  0.093
H (-0.2962, -3.6893, -4.0623)  0.113
H (-2.2916, -5.1720, -3.7868)  0.092
Te (-0.9281, 2.1410, -1.2999)  0.827
C (-0.3245, 3.6578, 0.0408)  -0.982
C (0.1724, 3.5106, 1.3021)  -0.263
C (0.4971, 4.7408, 1.9316)  -0.197
C (0.2439, 5.8130, 1.1287)  -0.437
S (-0.3957, 5.3218, -0.3790)  0.913
H (0.2949, 2.5345, 1.7505)  0.039
H (0.8948, 4.8239, 2.9340)  0.097
H (0.3889, 6.8587, 1.3499)  0.053
I (-3.5064, 2.1410, -0.2704)  0.068
I (-6.3780, 2.3956, 1.4693)  -0.591
C (-0.9447, -5.3001, 0.0615)  -0.135
C (0.3108, -4.7070, 0.0765)  -0.125
C (0.4306, -3.3243, -0.0139)  -0.175
C (-0.6760, -2.4712, -0.1327)  -0.266
C (-1.9257, -3.1083, -0.1476)  -0.176
C (-2.0670, -4.4891, -0.0503)  -0.127
H (-1.0483, -6.3781, 0.1286)  0.082
H (1.2022, -5.3211, 0.1640)  0.088
H (1.4328, -2.9054, 0.0166)  0.053
H (-2.8290, -2.5138, -0.2421)  0.081
H (-3.0578, -4.9325, -0.0782)  0.087

Forces on the atoms, in the same order (eV/Å):
Ag 0.0325 0.0640 0.0213
C -0.0459 0.0104 0.0394
N 0.0219 -0.0180 0.0356
C -0.0166 0.0677 -0.0437
P 0.0750 -0.1573 0.0246
C -0.0941 0.0400 -0.1493
C 0.0049 -0.0081 0.0646
C -0.0112 0.0039 0.0168
C 0.0138 -0.0103 0.0021
C 0.0262 -0.0246 -0.0208
C -0.0061 -0.0015 0.0353
C -0.0014 0.0205 0.0201
C 0.0079 -0.0098 -0.0108
C -0.0005 -0.0045 -0.0048
C 0.0092 -0.0062 -0.0003
C -0.0178 0.0069 -0.0098
C 0.0047 0.0208 0.0182
C -0.0141 -0.0149 -0.0138
C -0.0107 0.0004 0.0014
C 0.0064 -0.0102 -0.0083
C 0.0076 0.0031 0.0071
C -0.0023 0.0105 0.0106
C -0.0003 -0.0054 -0.0209
P 0.0027 0.0191 -0.0929
C -0.0229 0.0048 0.0193
C -0.0005 -0.0205 -0.0084
C 0.0246 -0.0034 0.0110
C -0.0152 0.0192 0.0206
C 0.0141 -0.0138 -0.0147
C 0.0485 -0.0089 0.0024
C -0.0415 -0.0358 -0.0479
C 0.0065 0.0054 0.0324
C 0.0124 0.0004 0.0248
C -0.0131 0.0033 -0.0150
C 0.0000 -0.0151 0.0011
C 0.0535 0.0094 -0.0012
H -0.0059 0.0101 0.0140
H 0.0032 -0.0190 -0.0142
H 0.0112 0.0007 0.0228
H 0.0030 0.0028 -0.0144
H 0.0025 -0.0004 -0.0305
H -0.0073 0.0016 -0.0012
H 0.0001 0.0045 -0.0029
H -0.0027 0.0164 0.0165
H -0.0044 0.0023 0.0144
H -0.0051 -0.0056 -0.0043
H 0.0002 0.0026 0.0019
H 0.0005 0.0022 0.0031
H 0.0001 0.0008 0.0018
H 0.0000 -0.0082 -0.0010
H 0.0090 0.0049 0.0058
H -0.0018 -0.0014 -0.0027
H -0.0023 0.0017 0.0000
H -0.0035 0.0002 -0.0031
H 0.0062 0.0030 0.0067
H 0.0145 0.0154 0.0219
H 0.0061 0.0012 -0.0062
H -0.0022 -0.0012 -0.0033
H -0.0033 -0.0008 -0.0035
H -0.0201 0.0074 -0.0051
H -0.0077 -0.0108 -0.0198
H -0.0027 -0.0043 -0.0026
H 0.0042 0.0013 0.0009
H -0.0022 0.0007 0.0005
H -0.0079 0.0122 0.0030
Br 0.0043 0.0088 0.0026
C -0.0109 -0.0114 0.0090
C 0.0046 0.0086 -0.0023
C 0.0138 -0.0219 -0.0016
C 0.0172 -0.0096 0.0323
C -0.0036 0.0015 -0.0087
C 0.0050 -0.0046 -0.0025
C -0.0949 0.0634 -0.1087
O 0.0053 -0.0274 0.0145
O 0.1316 0.0184 -0.0029
H -0.0008 -0.0009 0.0031
H -0.0123 0.0011 -0.0079
H -0.0014 0.0071 0.0011
H -0.0073 -0.0022 0.0017
Te -0.1256 0.0154 0.1013
C -0.0218 -0.0456 0.0084
C 0.0108 -0.0782 -0.0033
C -0.0068 0.0602 -0.0120
C -0.0200 -0.0053 0.0031
S 0.0016 -0.0316 -0.0301
H 0.0043 0.0480 0.0024
H 0.0031 -0.0051 0.0009
H 0.0024 -0.0043 0.0180
I 0.0313 0.0586 -0.0378
I 0.0021 0.0052 0.0060
C 0.0003 0.0048 -0.0063
C -0.0066 -0.0074 -0.0047
C -0.0242 -0.0091 -0.0088
C 0.0478 -0.0484 0.0598
C -0.0049 0.0267 0.0332
C -0.0041 -0.0154 -0.0063
H 0.0037 0.0013 0.0027
H -0.0015 -0.0026 -0.0005
H 0.0169 0.0126 0.0005
H 0.0021 0.0041 -0.0023
H -0.0010 0.0031 0.0008

---

No. 2
Entry from the Open Molecules 2025 dataset: 4 unconnected molecules or ions with the total composition C2H10N2 at a distorted geometry (wB97M-V/def2-TZVPD).

## Properties
electronic energy	-5212.496	eV
HOMO energy	-8.8	eV

Last column: Löwdin charge in e.
Positions of all 14 atoms, in Å:
C (1.6135, 0.7329, 0.3811)  -0.102
C (1.8355, -0.4532, -0.2204)  -0.123
H (2.0289, 0.9761, 1.3496)  0.049
H (-0.4372, 0.0956, 0.6822)  0.024
H (1.2769, 1.5969, -0.1685)  0.050
H (2.5956, -1.1052, 0.1895)  0.053
H (1.8137, -0.5064, -1.2967)  0.050
H (-0.6585, -1.6114, -0.2996)  0.020
N (-1.8831, 0.7980, -0.5321)  -0.068
N (-1.3921, -0.1876, 0.3661)  -0.174
H (-2.6719, 0.4107, -1.0398)  0.063
H (-2.1821, 1.6387, -0.0412)  0.061
H (-1.9415, -0.3024, 1.2178)  0.079
H (0.0022, -2.0827, -0.5881)  0.019

Forces on the atoms, in the same order (eV/Å):
C 1.0621 -0.7039 -0.6310
C 1.9629 2.2358 0.0700
H -0.2736 -0.3361 0.3269
H -1.1443 -0.3460 -0.6045
H -0.6431 -0.0530 -0.1650
H -0.6528 -0.6085 0.5611
H -0.9309 -0.2744 -0.1679
H 2.1317 -1.7359 -1.0878
N -0.0827 0.2362 0.1655
N 0.4849 0.7757 1.1773
H 0.1612 0.0649 0.1064
H -0.0965 -0.1532 -0.1559
H -0.2211 0.1814 -0.2037
H -1.7576 0.7168 0.6086

---

Energy relative to the best compared isomer or geometry (same formula, charge and spin) (kJ/mol)
0.0 372.0